Record 1
Computed, not measured: C5H6O as an isolated structure, with ωB97M-V/def2-TZVPD.

Calculated values
Total charge ... 0
Frontier orbital gap ... 8.61 eV
2S+1 ... 1
E ... -7322.7447 eV

XYZ file:
```
12
Properties=species:S:1:pos:R:3:forces:R:3:lowdin_charge:R:1
C -0.95549 0.09225 -0.91437 -0.2 0.1 0.0 -0.164
C -0.04764 0.83677 0.05029 0.0 0.2 0.1 -0.181
C 0.09700 -0.15009 1.22276 -0.2 0.1 0.4 -0.160
O 1.47258 -0.36408 1.09042 0.0 0.0 0.0 -0.033
C 1.09913 -0.13129 -0.29626 0.3 0.1 -0.4 -0.263
C -0.08254 -1.14352 -0.54550 0.1 0.0 -0.1 0.036
H -0.77648 0.37966 -1.95714 0.0 -0.1 0.1 0.111
H -2.03301 0.02718 -0.73732 0.2 0.0 0.0 0.102
H 0.02332 1.91952 0.22814 0.0 -0.2 0.0 0.133
H -0.32334 -0.12885 2.23201 0.0 0.0 -0.1 0.153
H 1.90918 0.01067 -1.01178 -0.1 -0.1 0.1 0.151
H -0.35670 -1.28174 0.70142 0.0 -0.1 0.0 0.115
```
Forces are in eV/Å.

Record 2
Computed, not measured: a 2-piece molecular cluster, C6H14N5 overall at a distorted geometry, with ωB97M-V/def2-TZVPD.

Calculated values
Total charge ... +2
Expectation value of S² ... 0.763
Frontier orbital gap (spin up / spin down) ... 10.71 / 6.72 eV
2S+1 ... 2
E ... -13881.4227 eV

XYZ file:
```
25
Properties=species:S:1:pos:R:3:forces:R:3:mulliken_spin:R:1
C -0.21574 3.93618 -1.07326 -0.3 -0.9 2.3 0.000
C -0.12925 1.84584 0.22684 1.2 1.4 1.7 -0.005
N -0.67226 3.06672 0.14218 0.9 -0.2 -2.5 0.000
N 1.13818 1.59298 -0.28789 -1.9 0.7 -0.2 0.000
N -0.62174 1.03681 1.18043 -0.6 -2.2 -0.8 0.002
H -1.65947 3.12611 0.35332 0.1 0.1 0.3 0.000
H 1.47110 2.34696 -0.87059 0.3 -0.1 -0.1 0.001
H 1.28325 0.70063 -0.72054 0.2 -0.4 0.2 0.001
H -1.35544 1.44001 1.74422 -0.2 -0.2 0.0 0.000
H -0.74441 0.00806 0.97857 0.3 1.7 0.6 0.002
H 0.61161 4.53802 -0.68925 0.1 -0.2 -0.5 0.000
H -1.02788 4.62244 -1.31199 0.1 -0.4 -0.3 0.000
H 0.05077 3.15620 -1.79940 -0.2 1.2 -0.5 0.000
C -0.47003 -1.34842 -1.88491 -1.6 -1.4 -0.6 0.047
C 1.20167 -2.11381 -0.14815 -0.1 -0.3 -0.3 0.317
C -0.13996 -1.82725 -0.52973 -1.5 -0.1 1.1 0.350
C -0.20308 -2.79316 1.40062 -1.1 -0.5 -2.2 0.287
N 1.11676 -2.82073 0.94319 0.9 0.4 2.4 0.036
N -0.99857 -2.16428 0.55007 1.5 0.2 -1.7 -0.098
H 2.07131 -1.77657 -0.66882 0.7 -0.3 0.0 0.015
H 1.82697 -2.97054 1.66140 0.4 -0.4 -0.7 -0.001
H 0.21473 -1.75922 -2.64326 0.5 0.9 0.4 0.001
H -0.68365 -0.27424 -1.90088 0.3 -0.1 -0.3 0.028
H -0.57673 -3.54277 2.07567 0.1 0.3 0.9 0.003
H -1.39464 -1.85089 -2.26699 0.1 0.6 0.8 0.012
```
Forces are in eV/Å.

Record 3
Computed, not measured: a 3-piece molecular cluster, C21H42N3O5S overall at a distorted geometry, with ωB97M-V/def2-TZVPD.

Calculated values
Total charge ... -1
Expectation value of S² ... 2.008
Frontier orbital gap (spin up / spin down) ... 6.46 / 6.07 eV
2S+1 ... 3
E ... -47998.3186 eV

XYZ file:
```
72
Properties=species:S:1:pos:R:3:forces:R:3:mulliken_spin:R:1
C -2.53109 -2.57132 1.85700 0.8 -0.1 -0.5 0.001
C -2.82578 -1.08274 2.11727 0.8 0.3 -0.3 -0.002
C -1.64831 -0.07776 1.88263 -0.4 -0.9 1.1 0.007
N -3.91748 -0.57269 2.54837 0.0 -0.3 -1.7 0.000
S -5.31120 -1.45352 2.07132 -4.8 -2.9 -1.5 0.000
O -6.50942 -0.61212 2.25245 2.0 0.8 -0.1 0.000
O -5.51223 -2.64564 2.93150 1.8 0.8 -0.4 0.000
O -5.21276 -1.86168 0.59036 1.1 1.3 3.0 0.000
H -2.33116 -3.08402 2.82756 -0.4 0.5 -0.5 0.000
H -3.32346 -3.11177 1.30410 0.2 0.5 0.6 0.000
H -1.59086 -2.68811 1.25937 -0.7 0.3 0.4 0.000
H -2.07523 0.94392 1.83538 0.4 -0.6 0.1 0.000
H -0.97489 -0.21260 2.76742 -0.3 0.4 -0.7 -0.003
H -1.05651 -0.32091 0.97671 -0.5 0.0 0.4 0.002
C 2.95538 2.83597 2.73020 0.3 0.2 -0.2 0.012
C 2.72762 1.40059 3.25731 -0.5 2.1 0.3 0.026
C 3.66134 1.15063 4.44965 0.3 -0.4 0.0 0.017
C 5.12239 1.00024 4.03315 0.0 0.0 0.0 -0.018
C 5.27836 -0.06797 2.95358 -0.2 0.0 0.5 0.018
C 4.32520 0.10385 1.75920 1.4 0.5 -1.6 0.020
N 2.92283 0.39775 2.16996 0.2 -2.4 2.1 0.315
O 2.37745 -0.73437 2.56565 -0.2 0.7 -0.8 0.616
C 4.83289 1.22340 0.82716 0.1 0.4 0.1 0.018
C 4.42206 -1.16420 0.89157 -0.6 -0.3 0.3 -0.013
C 1.27110 1.42544 3.74835 -0.2 -0.6 -0.1 -0.018
H 2.47386 3.56882 3.38073 -0.1 -0.2 0.1 0.001
H 4.00315 3.12981 2.69924 0.0 -0.1 -0.1 0.001
H 2.52844 2.96451 1.73351 0.0 -0.1 0.0 -0.008
H 3.35150 0.24546 4.98223 -0.1 0.0 -0.2 0.004
H 3.57318 1.97138 5.16693 -0.2 0.0 -0.1 0.002
H 5.52788 1.95422 3.68292 -0.1 0.0 0.0 0.000
H 5.72070 0.72380 4.90595 0.0 0.0 0.0 0.002
H 6.31390 -0.07155 2.60143 -0.1 0.0 -0.2 0.002
H 5.11381 -1.04625 3.41840 -0.2 0.0 -0.1 0.004
H 4.10819 1.43031 0.03697 0.0 0.0 0.1 -0.010
H 5.76546 0.92876 0.34050 -0.1 -0.2 0.1 0.001
H 5.05625 2.15627 1.34002 -0.1 0.0 0.0 0.001
H 4.23021 -2.07402 1.46116 -0.2 0.1 0.0 0.001
H 5.42541 -1.26524 0.47305 0.0 0.3 0.1 0.000
H 3.71707 -1.12644 0.05799 0.0 0.0 0.1 0.001
H 0.58972 1.65524 2.92631 0.0 -0.1 0.0 0.003
H 1.13715 2.19299 4.51295 0.3 0.1 -0.1 0.000
H 0.95502 0.48518 4.19908 0.1 -0.1 -0.2 0.001
C -4.06913 -0.24252 -4.67048 0.2 0.2 -0.3 0.010
C -3.47161 -0.46626 -3.26134 -2.0 0.3 -1.1 0.036
C -3.24281 0.89459 -2.59079 0.5 0.1 0.1 0.022
C -2.07536 1.66525 -3.20279 0.0 0.0 0.0 -0.020
C -0.80538 0.81831 -3.21923 -0.3 0.2 0.4 0.020
C -0.99214 -0.57982 -3.83190 1.1 0.2 -1.7 0.029
N -2.21590 -1.27384 -3.34012 0.8 0.8 2.9 0.327
O -1.95336 -1.73229 -2.13314 -0.2 -0.4 -1.0 0.585
C -1.03764 -0.48642 -5.37109 -0.2 0.3 -0.3 0.011
C 0.28633 -1.39141 -3.55380 -0.2 -0.3 0.6 -0.014
C -4.58605 -1.21701 -2.51151 0.6 -0.4 0.5 -0.010
H -5.12926 0.00898 -4.60520 0.1 -0.1 0.2 0.001
H -3.61427 0.58512 -5.21437 0.1 -0.1 0.0 0.001
H -3.99155 -1.14449 -5.28177 0.1 0.0 0.0 -0.009
H -3.05267 0.75511 -1.52175 0.0 -0.2 0.0 0.001
H -4.15073 1.49898 -2.66182 -0.1 -0.2 -0.1 0.001
H -2.31854 2.00149 -4.21582 0.0 -0.1 0.0 0.001
H -1.89725 2.57427 -2.62085 0.0 0.0 0.0 0.002
H -0.02306 1.35787 -3.76224 0.0 -0.2 -0.1 0.001
H -0.44727 0.72362 -2.18800 -0.1 -0.2 0.0 0.001
H -1.28076 -1.45530 -5.81267 -0.1 0.0 0.1 -0.011
H -0.06583 -0.18462 -5.76995 0.0 0.0 0.2 0.001
H -1.74572 0.24863 -5.74673 -0.1 -0.1 0.1 0.002
H 0.53722 -1.42205 -2.49285 -0.2 -0.1 0.0 0.003
H 1.14244 -0.94322 -4.06304 -0.2 0.1 -0.1 0.000
H 0.18714 -2.41864 -3.91273 -0.1 0.0 0.0 0.002
H -4.80826 -2.16980 -3.00068 0.1 0.0 0.0 0.000
H -5.50546 -0.62957 -2.50164 0.2 0.1 -0.1 0.000
H -4.34022 -1.41858 -1.46827 0.0 0.0 -0.1 0.005
```
Forces are in eV/Å.

Record 4
Computed, not measured: one molecule with the formula C3H7NO at a distorted geometry, with ωB97M-V/def2-TZVPD.

Calculated values
Total charge ... 0
Frontier orbital gap ... 9.30 eV
2S+1 ... 1
E ... -6758.4300 eV

XYZ file:
```
12
Properties=species:S:1:pos:R:3:forces:R:3:lowdin_charge:R:1
C -1.76364 -0.00100 -0.73544 -0.3 0.2 -0.2 -0.071
O -0.74240 -0.86992 -0.25546 0.0 -0.4 -0.5 -0.093
C 0.51572 -0.42503 -0.43117 -0.1 -0.4 -0.5 -0.455
N 0.90949 0.78880 -0.48502 -0.1 -0.3 1.0 0.025
C 1.42023 0.33829 1.00685 0.4 0.6 0.2 -0.069
H -1.66685 1.03195 -0.39079 0.1 -0.3 0.1 0.085
H -1.69605 -0.02322 -1.82512 -0.3 0.2 0.0 0.092
H -2.70096 -0.44392 -0.40464 0.0 0.1 -0.1 0.087
H 1.17745 -1.28579 -0.58931 0.0 -0.4 0.3 0.142
H 1.05864 -0.56638 1.54518 0.0 0.4 -0.6 0.096
H 2.50540 0.29798 1.00116 0.0 0.2 0.1 0.076
H 0.98298 1.15823 1.56375 0.3 0.1 0.1 0.084
```
Forces are in eV/Å.

Record 5
Computed, not measured: a 2-piece molecular cluster, C2HCl3O overall at a distorted geometry, with ωB97M-V/def2-TZVPD.

Calculated values
Total charge ... 0
Frontier orbital gap ... 8.60 eV
2S+1 ... 1
E ... -41702.0176 eV

XYZ file:
```
7
Properties=species:S:1:pos:R:3:forces:R:3:lowdin_charge:R:1
C 0.57306 -0.95101 -0.36355 2.4 2.9 -2.2 -0.078
C 1.88049 0.48463 -1.54495 -2.8 -1.7 0.4 -1.680
O -0.55388 -0.76732 -0.26353 -0.3 -0.5 0.2 0.144
Cl 2.25427 -0.03189 -3.18312 0.5 -0.5 0.2 0.484
Cl 0.84861 1.88541 -1.73165 0.2 0.4 0.7 0.504
Cl 3.23242 0.58435 -0.48157 0.2 0.2 0.1 0.548
H 1.48062 -1.41878 0.00234 -0.2 -0.9 0.7 0.080
```
Forces are in eV/Å.

Record 6
Computed, not measured: an isolated ion of composition C6H14NS and charge -1 at a distorted geometry, with ωB97M-V/def2-TZVPD.

Calculated values
Total charge ... -1
Frontier orbital gap ... 5.44 eV
SMILES ... CCCNCCC[S-]
2S+1 ... 1
E ... -18773.9269 eV

XYZ file:
```
22
Properties=species:S:1:pos:R:3:forces:R:3:lowdin_charge:R:1
C 0.51969 -0.48151 2.16870 -1.3 1.0 -2.0 -0.296
C -0.29742 0.37968 3.13916 0.7 -0.2 0.5 -0.801
S 0.62523 0.59845 4.75181 -0.8 -0.4 -0.4 0.003
C -0.24573 -0.59874 0.73293 0.6 0.8 2.7 -0.282
N 0.60590 -1.34905 -0.14887 2.6 1.4 -1.4 -0.104
C 0.41170 -1.00157 -1.57392 0.3 1.0 -0.3 -0.241
C 0.36536 0.53372 -1.92448 1.0 1.0 -1.6 -0.262
C -0.91805 0.99715 -2.65769 0.1 -0.6 -0.4 -0.135
H 1.38064 0.19290 2.01482 0.3 -1.0 -0.2 0.078
H 0.78200 -1.52086 2.46143 -0.1 0.9 0.2 0.099
H -0.31974 1.39969 2.76194 -0.1 0.0 -0.5 0.009
H -1.34350 0.05424 3.10637 0.0 -0.2 0.8 0.039
H -0.60055 0.42306 0.43860 0.7 -0.5 -0.1 0.100
H -1.16805 -1.12354 0.89488 -0.6 -0.7 0.1 0.092
H 1.62265 -1.02797 0.02671 -2.1 -0.8 0.1 0.132
H 1.27860 -1.40031 -2.15124 -1.0 -0.3 0.3 0.108
H -0.56538 -1.36762 -1.88372 0.1 -0.6 -0.3 0.095
H 0.47529 1.11190 -1.01290 0.1 0.1 0.0 0.078
H 1.20612 0.85674 -2.61485 -0.4 -0.7 1.0 0.103
H -1.02028 2.00466 -3.07949 0.9 0.2 0.5 0.059
H -1.13358 0.37567 -3.55964 -0.1 -0.1 0.9 0.074
H -1.66090 0.94332 -1.89055 -1.2 -0.4 0.0 0.050
```
Forces are in eV/Å.